1.
The following is a quantum chemistry calculation of 7 unconnected molecules or ions with the total composition C38H30N4O26PS in a non-equilibrium geometry, from the OMol25 dataset.

Last columns: bonded neighbours and bond lengths (Å).
Cartesian coordinates (Å):
1 O 4.148 -4.455 1.354  C17 1.219
2 O 5.433 -4.270 -1.047  H79 0.979, C80 1.365
3 H 1.824 -3.293 1.670  C38 1.082
4 O 0.676 6.185 4.485  C29 1.224
5 O -3.695 0.398 -4.272  C37 1.223
6 C 4.329 3.450 3.195  C32 1.469, C67 1.490, O94 1.220
7 O -4.597 -3.714 1.735  C26 1.223
8 O 8.865 -9.138 -2.897  C100 1.220
9 C -7.897 -2.256 3.645  C33 1.490, C73 1.468, O92 1.220
10 H -9.669 -3.794 3.654  O44 0.979
11 C -4.170 2.699 -4.244  C35 1.335, C37 1.490, O42 1.370
12 C -4.426 3.803 -6.401  C35 1.469, C50 1.491, O93 1.220
13 H 8.045 -11.133 -3.137  O86 0.979
14 P -2.580 -1.027 -0.768  N54 1.771, O60 1.720, S66 1.968, O85 1.745
15 H 8.027 -6.725 -2.328  C25 1.082
16 C 1.986 4.201 3.338  H27 1.088, C65 1.468, C67 1.335
17 C 3.573 -3.835 0.475  O1 1.219, C38 1.469, C80 1.490
18 C -1.649 8.870 4.496  C28 1.335, C63 1.490, O64 1.368
19 N 0.970 1.003 -2.934  C58 1.476, N61 1.389, H87 1.034
20 O 1.685 -1.840 -2.548  C83 1.226
21 C 5.998 -7.244 -2.008  C25 1.334, O48 1.378, C62 1.490
22 H 4.635 5.385 4.491  O69 0.979
23 H -3.960 1.774 -2.614  O42 0.981
24 C -0.499 0.762 -1.257  N34 1.472, N54 1.357, N61 1.464
25 C 7.272 -7.501 -2.309  H15 1.082, C21 1.334, C100 1.469
26 C -5.595 -3.305 2.312  O7 1.223, C72 1.491, C77 1.467
27 H 1.204 4.883 3.663  C16 1.088
28 C -1.201 7.614 4.551  C18 1.335, C29 1.467, H43 1.082
29 C 0.235 7.326 4.453  O4 1.224, C28 1.467, C81 1.491
30 H -2.084 -2.065 -2.736  O60 0.995
31 H -2.827 -2.777 0.570  O85 0.995
32 C 3.917 2.279 2.410  C6 1.469, H68 1.082, C71 1.334
33 C -7.894 -3.623 3.051  C9 1.490, O44 1.368, C77 1.335
34 N 0.304 1.904 -0.788  C24 1.472, C58 1.471
35 C -4.402 3.818 -4.933  C11 1.335, C12 1.469, H57 1.082
36 H -4.439 3.418 -8.716  O82 0.979
37 C -3.924 1.401 -4.933  O5 1.223, C11 1.490, C40 1.467
38 C 2.265 -3.202 0.686  H3 1.082, C17 1.469, C75 1.334
39 H 4.041 -2.939 -2.841  C41 1.082
40 C -3.971 1.380 -6.400  C37 1.467, C50 1.335, H96 1.082
41 C 3.594 -3.044 -1.861  H39 1.082, C80 1.338, C83 1.465
42 O -4.148 2.701 -2.874  C11 1.370, H23 0.981
43 H -1.868 6.770 4.669  C28 1.082
44 O -9.038 -4.364 3.167  H10 0.979, C33 1.368
45 H 2.134 2.752 -2.013  C58 1.149
46 H 1.391 10.579 4.155  C78 1.082
47 H 1.267 1.083 1.279  O89 0.979
48 O 5.579 -5.966 -1.706  C21 1.378, H51 0.978
49 H -6.803 -5.097 1.991  C77 1.082
50 C -4.207 2.499 -7.090  C12 1.491, C40 1.335, O82 1.367
51 H 4.621 -6.047 -1.525  O48 0.978
52 O 0.436 -1.949 -0.116  H59 0.977, C75 1.373
53 O 2.510 8.200 4.250  C81 1.370, H88 0.980
54 N -1.501 0.340 -0.446  P14 1.771, C24 1.357, H74 1.047
55 O 3.819 -8.059 -1.685  C62 1.222
56 H 4.644 -10.460 -2.326  C98 1.082
57 H -4.580 4.767 -4.445  C35 1.082
58 C 1.265 2.010 -1.896  N19 1.476, N34 1.471, H45 1.149
59 H 0.211 -1.544 -0.976  O52 0.977
60 O -1.911 -2.251 -1.774  P14 1.720, H30 0.995
61 N -0.118 0.222 -2.564  N19 1.389, C24 1.464, H70 1.032
62 C 4.974 -8.326 -1.984  C21 1.490, O55 1.222, C98 1.468
63 C -0.715 10.020 4.331  C18 1.490, C78 1.468, O84 1.220
64 O -2.984 9.150 4.589  C18 1.368, H76 0.979
65 C 1.579 3.043 2.533  C16 1.468, C71 1.490, O95 1.223
66 S -4.351 -0.437 -1.387  P14 1.968
67 C 3.270 4.393 3.651  C6 1.490, C16 1.335, O69 1.371
68 H 4.694 1.592 2.100  C32 1.082
69 O 3.663 5.469 4.404  H22 0.979, C67 1.371
70 H -0.497 -0.556 -3.126  N61 1.032
71 C 2.635 2.085 2.100  C32 1.334, C65 1.490, O89 1.371
72 C -5.588 -1.948 2.930  C26 1.491, C73 1.335, O91 1.370
73 C -6.666 -1.462 3.550  C9 1.468, C72 1.335, H90 1.082
74 H -1.650 0.869 0.446  N54 1.047
75 C 1.658 -2.546 -0.304  C38 1.334, O52 1.373, C83 1.491
76 H -3.051 10.125 4.521  O64 0.979
77 C -6.817 -4.108 2.428  C26 1.467, C33 1.335, H49 1.082
78 C 0.723 9.734 4.257  H46 1.082, C63 1.468, C81 1.335
79 H 5.656 -4.680 -0.186  O2 0.979
80 C 4.206 -3.699 -0.868  O2 1.365, C17 1.490, C41 1.338
81 C 1.171 8.478 4.315  C29 1.491, O53 1.370, C78 1.335
82 O -4.256 2.491 -8.456  H36 0.979, C50 1.367
83 C 2.278 -2.434 -1.655  O20 1.226, C41 1.465, C75 1.491
84 O -1.159 11.155 4.266  C63 1.220
85 O -2.877 -1.802 0.767  P14 1.745, H31 0.995
86 O 7.085 -11.208 -2.961  H13 0.979, C99 1.368
87 H 1.508 0.889 -3.809  N19 1.034
88 H 2.580 7.224 4.312  O53 0.980
89 O 2.237 0.994 1.370  H47 0.979, C71 1.371
90 H -6.675 -0.478 4.001  C73 1.082
91 O -4.434 -1.217 2.838  C72 1.370, H97 0.981
92 O -8.904 -1.836 4.191  C9 1.220
93 O -4.620 4.810 -7.061  C12 1.220
94 O 5.496 3.665 3.483  C6 1.220
95 O 0.415 2.844 2.216  C65 1.223
96 H -3.808 0.428 -6.887  C40 1.082
97 H -3.805 -1.785 2.344  O91 0.981
98 C 5.401 -9.687 -2.330  H56 1.082, C62 1.468, C99 1.335
99 C 6.675 -9.944 -2.634  O86 1.368, C98 1.335, C100 1.490
100 C 7.705 -8.867 -2.632  O8 1.220, C25 1.469, C99 1.490

HOMO in eV: -11.3
HOMO-LUMO gap in eV: 7.02
Total charge: +1
LUMO level in Eh: -0.156

2.
The following is a quantum chemistry calculation of a single C4H4N2O2 molecule in a non-equilibrium geometry, from the OMol25 dataset.

Last columns: bonded neighbours and bond lengths (Å).
Cartesian coordinates (Å):
1 H 2.832 0.913 0.147  C2 1.122
2 C 1.766 0.565 0.107  H1 1.122, N7 1.293, O9 1.384
3 H -1.948 -2.148 -0.046  O10 1.059
4 C -0.628 -0.630 -0.065  C6 1.363, O10 1.314, C11 1.480
5 H -2.505 1.137 0.181  N12 1.068
6 C 0.520 -1.358 -0.166  C4 1.363, H8 1.131, O9 1.355
7 N 0.839 1.458 -0.019  C2 1.293, C11 1.481
8 H 0.553 -2.453 0.116  C6 1.131
9 O 1.748 -0.816 0.019  C2 1.384, C6 1.355
10 O -1.839 -1.107 0.119  H3 1.059, C4 1.314
11 C -0.509 0.846 -0.059  C4 1.480, N7 1.481, N12 1.299
12 N -1.568 1.599 -0.040  H5 1.068, C11 1.299

HOMO in eV: -8.7
Energy relative to the best compared isomer or geometry (same formula, charge and spin) in kcal per mole: 67.2
HOMO-LUMO gap in eV: 9.00
SMILES: [H]/N=c1/ncocc1O
LUMO level in Eh: 0.010